Entry 1:
A structure of composition C4H7N3S in a non-equilibrium geometry. Source: OMol25; level of theory: wB97M-V/def2-TZVPD.

Last column: Mulliken charge in e.
Geometry (Å):
S: -4.42 0.04 0.32  -0.207
N: 0.59 0.64 0.16  0.278
N: 0.39 1.94 0.19  -0.716
N: -1.68 0.27 -0.29  -0.262
C: -0.56 -0.19 -0.19  -0.138
C: -2.86 -0.48 -0.23  -0.141
C: 1.85 -0.06 -0.03  -0.101
C: 2.23 -1.18 0.47  -0.589
H: 1.67 -1.82 1.24  0.290
H: -2.79 -1.56 -0.67  0.235
H: -0.17 2.23 -0.84  0.280
H: 2.62 0.63 -0.53  0.319
H: 3.23 -1.81 -0.18  0.190
H: 0.21 2.55 1.04  0.232
H: -0.33 -1.19 -0.47  0.330

2S+1 = 1
LUMO level = -0.61 eV
highest occupied orbital energy = -8.61 eV

Entry 2:
A cluster of 3 separate species, C4H7N3S in total in a non-equilibrium geometry. Source: OMol25; level of theory: wB97M-V/def2-TZVPD.

Last column: Mulliken charge in e.
Geometry (Å):
S: 2.93 -0.71 -0.07  -0.185
N: -1.78 1.50 -0.09  -0.609
N: 1.98 0.83 0.34  -0.338
N: -0.10 -0.03 -0.62  -0.457
C: -3.53 -0.86 0.36  -0.871
C: -1.42 0.25 -0.19  0.537
C: 0.76 0.98 -0.02  0.107
C: -2.31 -0.93 0.00  -0.076
H: 0.16 -1.01 0.33  0.382
H: -4.15 -0.15 0.89  0.305
H: -4.22 -1.61 0.02  0.204
H: 0.58 2.17 0.08  0.319
H: 4.05 -0.31 1.65  0.140
H: -2.10 -1.91 -0.40  0.300
H: -2.88 1.50 0.27  0.243

2S+1 = 1
LUMO level = -1.25 eV
highest occupied orbital energy = -8.92 eV

Entry 3:
The ion C4H7N4O2 with charge +1 in a non-equilibrium geometry. Source: OMol25; level of theory: wB97M-V/def2-TZVPD.

Last column: Mulliken charge in e.
Geometry (Å):
O: -1.01 -2.67 1.32  -0.442
O: -2.09 -2.24 -0.45  -0.462
N: -1.26 -2.08 0.38  0.978
N: 0.98 -0.42 0.62  0.585
N: 1.36 0.83 0.38  -0.733
N: -0.55 0.38 -0.56  0.017
C: -1.65 0.57 -1.51  -0.848
C: 0.39 1.34 -0.31  -0.031
C: 1.92 -1.23 1.41  -0.721
C: -0.23 -0.71 0.10  0.299
H: 2.87 -1.36 0.80  0.323
H: 0.49 2.29 -0.99  0.358
H: 1.75 -2.33 1.49  0.300
H: -1.60 0.00 -2.38  0.384
H: -2.58 0.24 -1.00  0.328
H: -1.86 1.57 -1.89  0.337
H: 2.09 -0.74 2.32  0.328

2S+1 = 1
SMILES = Cn1nc[n+](C)c1[N+](=O)[O-]
LUMO level = -4.82 eV
highest occupied orbital energy = -15.87 eV
charge = +1

Entry 4:
A cluster of 2 separate species, C4H7N4O6 in total in a non-equilibrium geometry. Source: OMol25; level of theory: wB97M-V/def2-TZVPD.

Last column: Mulliken charge in e.
Geometry (Å):
O: 1.14 1.72 -3.58  -0.420
O: -0.55 -0.47 1.57  -0.866
O: -2.67 0.72 0.91  -0.451
O: 0.69 2.58 -1.22  -0.748
O: -2.51 -0.18 2.99  -0.488
O: 0.04 1.64 2.68  -0.388
N: 0.50 1.49 1.38  -0.781
N: 0.68 1.35 -1.37  0.886
N: 0.85 0.79 -2.55  -0.568
N: 0.05 0.45 0.80  1.058
C: 0.70 -2.30 0.10  -0.984
C: -2.37 0.18 1.89  0.784
C: 0.25 -1.17 -0.90  -0.160
C: 0.25 0.22 -0.45  0.010
H: 0.85 -1.14 -1.78  0.494
H: 1.69 -2.03 0.65  0.247
H: 0.65 -3.16 -0.58  0.375
H: -0.19 0.75 2.96  0.378
H: -0.87 -1.44 -1.17  0.116
H: 0.03 -2.57 0.98  0.181
H: 0.80 2.55 -3.32  0.325

2S+1 = 1
LUMO level (spin up / spin down) = 3.61 / 3.61 eV
highest occupied orbital energy (spin up / spin down) = -3.52 / -3.51 eV
charge = -1

Entry 5:
An isolated molecule of C4H7N5 in a non-equilibrium geometry. Source: OMol25; level of theory: wB97M-V/def2-TZVPD.

Last column: Mulliken charge in e.
Geometry (Å):
N: 1.35 1.28 -0.41  -0.549
N: 1.66 0.00 -0.90  -0.001
N: -1.98 0.93 -0.16  -0.620
N: -1.71 -1.41 -0.66  -0.776
N: 0.75 -1.20 0.90  -0.607
C: 0.53 1.18 0.52  -0.481
C: 1.54 -1.09 -0.08  -0.046
C: -0.24 -0.09 0.99  0.322
C: -1.24 -0.36 -0.10  0.474
H: -2.54 1.10 -1.23  0.313
H: 0.19 1.93 1.24  0.501
H: -1.18 -2.27 -0.53  0.259
H: 2.48 -1.83 0.07  0.305
H: -1.30 1.73 -0.10  0.363
H: -0.69 0.04 1.98  0.300
H: 2.37 0.06 -1.54  0.243

2S+1 = 1
SMILES = [H]/N=C(/N)[C@@H]1C=NNC=N1
LUMO level = 0.86 eV
highest occupied orbital energy = -9.47 eV

Entry 6:
An isolated molecule of C4H7NO. Source: OMol25; level of theory: wB97M-V/def2-TZVPD.

Last column: Mulliken charge in e.
Geometry (Å):
O: -0.74 1.20 -0.33  -0.391
N: -1.89 -0.67 0.23  -0.529
C: 1.62 0.37 0.06  -1.317
C: -1.90 0.57 -0.04  0.070
C: -0.47 -1.00 0.29  -0.515
C: 0.22 0.11 -0.48  0.361
H: 1.57 0.77 1.08  0.343
H: -2.79 1.19 -0.06  0.385
H: -0.13 -0.90 1.33  0.304
H: 0.27 -0.09 -1.56  0.252
H: 2.14 -0.59 0.14  0.342
H: 2.23 1.02 -0.57  0.329
H: -0.14 -1.97 -0.09  0.367

2S+1 = 1
SMILES = C[C@H]1CN=CO1
LUMO level = 1.04 eV
highest occupied orbital energy = -9.64 eV

no.,electronic energy (eV)
1,-19561.402
2,-19559.348
3,-14304.714
4,-22499.842
5,-11708.591
6,-7798.512